[1]
138
Properties=species:S:1:pos:R:3:forces:R:3 method="wB97M-V/def2-TZVPD" energy_ev=-100030.4237 e_homo_ev=-1.810 total_charge=-2 de_lowest_kj_mol=66.38 orbital_gap_ev=5.501
Ba 0.516 0.731 -0.151 1.862 -1.818 1.758
C -0.255 -5.936 -3.695 0.015 -0.019 -0.006
C 0.687 -5.447 -2.587 -0.025 -0.024 0.022
C -0.147 -5.206 -1.332 -0.033 -0.043 0.024
C 1.713 -6.543 -2.273 -0.006 -0.036 -0.019
C 1.424 -4.193 -3.047 0.054 0.013 -0.102
C 2.259 -4.284 -4.180 -0.158 -0.099 0.113
C 3.028 -3.227 -4.609 0.079 0.098 -0.025
C 2.973 -2.032 -3.898 -0.021 -0.126 -0.076
S 3.869 -0.574 -4.085 0.088 -0.103 -0.187
C 3.048 0.096 -2.674 0.043 0.449 0.290
N 2.163 -0.693 -2.151 0.223 0.318 -0.176
C 2.121 -1.903 -2.802 -0.201 -0.127 0.239
C 1.346 -2.987 -2.375 0.083 -0.130 -0.176
C 3.464 1.433 -2.172 -0.103 -0.566 -0.236
C 4.530 2.050 -2.834 0.174 0.252 -0.006
C 5.014 3.261 -2.380 0.069 0.032 -0.047
C 4.417 3.847 -1.268 -0.018 -0.055 -0.025
C 3.348 3.217 -0.650 -0.133 0.011 0.025
C 2.815 1.978 -1.053 0.100 0.298 -0.137
H -0.748 -6.860 -3.389 -0.041 -0.048 0.019
H 0.280 -6.131 -4.625 0.037 -0.015 -0.020
H -1.022 -5.190 -3.903 -0.035 0.049 -0.004
H -0.619 -6.143 -1.028 -0.023 -0.034 0.016
H -0.938 -4.482 -1.512 -0.038 0.037 -0.051
H 0.451 -4.846 -0.496 0.090 0.020 0.043
H 1.208 -7.432 -1.889 -0.036 -0.063 0.016
H 2.422 -6.201 -1.520 0.037 0.038 0.065
H 2.278 -6.833 -3.158 0.036 -0.005 -0.053
H 2.314 -5.220 -4.719 0.024 -0.024 -0.043
H 3.674 -3.337 -5.469 0.035 0.026 -0.033
H 0.729 -2.860 -1.499 -0.058 0.061 0.101
H 4.998 1.608 -3.707 -0.007 -0.036 -0.009
H 5.838 3.745 -2.892 0.016 0.018 0.000
H 4.781 4.798 -0.895 0.032 0.069 0.019
H 2.906 3.730 0.202 0.022 -0.112 -0.229
C -3.038 3.383 2.370 -0.068 0.200 0.085
C -3.501 1.966 2.483 -0.191 -0.132 -0.007
C -4.818 1.603 2.228 0.055 0.017 0.026
C -5.232 0.284 2.336 -0.026 0.026 0.051
C -4.321 -0.695 2.698 0.025 -0.001 -0.007
C -2.992 -0.378 2.965 -0.242 0.011 -0.047
C -2.007 -1.428 3.370 0.088 -0.167 0.072
C -2.608 0.957 2.856 0.300 0.194 0.140
N -1.259 1.325 3.061 -0.476 -0.453 -0.176
C -0.813 1.621 4.199 0.411 0.317 -0.151
C -1.576 1.610 5.493 -0.179 -0.083 0.025
C 0.615 2.146 4.217 -0.228 -0.093 -0.430
C 1.191 2.517 5.558 0.153 0.048 -0.062
N 1.156 2.295 3.080 0.437 0.006 0.531
C 2.440 2.888 2.949 -0.390 -0.186 0.015
C 2.462 4.207 2.495 0.284 0.108 0.185
C 1.184 4.937 2.230 -0.040 0.120 -0.051
C 3.702 4.794 2.272 0.002 0.037 0.175
C 4.875 4.081 2.462 -0.025 0.089 0.015
C 4.820 2.764 2.886 -0.036 -0.032 0.026
C 3.602 2.143 3.143 0.095 0.197 -0.122
C 3.536 0.714 3.575 0.007 -0.223 0.102
H -3.840 4.017 1.993 -0.001 0.013 -0.013
H -2.182 3.456 1.697 0.008 -0.016 -0.022
H -2.728 3.778 3.343 0.001 0.008 0.063
H -5.518 2.373 1.925 -0.028 -0.003 -0.009
H -6.260 0.015 2.123 0.003 0.028 0.022
H -4.633 -1.732 2.767 -0.016 -0.029 0.001
H -2.445 -2.420 3.255 -0.009 -0.029 0.000
H -1.710 -1.319 4.417 -0.009 0.040 0.058
H -1.093 -1.388 2.776 0.014 0.018 -0.055
H -2.603 1.283 5.335 0.021 -0.004 -0.027
H -1.589 2.604 5.941 -0.028 0.050 0.001
H -1.100 0.942 6.211 0.016 -0.042 0.030
H 1.190 1.651 6.222 0.020 -0.046 0.007
H 0.581 3.284 6.037 -0.008 0.034 -0.015
H 2.207 2.889 5.464 0.051 0.008 -0.055
H 0.519 4.370 1.576 -0.010 -0.035 0.001
H 1.381 5.896 1.754 -0.040 0.002 -0.019
H 0.622 5.123 3.149 -0.009 -0.015 0.055
H 3.735 5.814 1.907 0.015 0.023 -0.022
H 5.829 4.545 2.249 0.042 -0.001 -0.016
H 5.731 2.190 3.002 0.031 -0.011 0.000
H 4.514 0.241 3.487 0.018 0.005 0.012
H 2.844 0.149 2.952 -0.064 0.080 -0.013
H 3.209 0.620 4.613 -0.026 -0.001 0.087
O 0.589 -1.409 1.385 -0.137 -0.464 0.236
N 1.543 -2.167 1.744 -0.054 0.126 -0.118
N 2.694 -1.717 1.382 0.004 -0.209 0.115
O 2.882 -0.616 0.749 -0.098 0.096 0.005
C 3.825 -2.502 1.744 0.098 0.104 -0.090
C 3.695 -3.702 2.433 0.069 -0.092 0.056
C 4.835 -4.414 2.760 0.045 -0.051 0.026
C 6.094 -3.943 2.406 0.012 -0.014 0.004
C 6.205 -2.747 1.714 0.014 0.037 -0.019
C 5.075 -2.017 1.377 -0.078 -0.124 0.070
H 2.715 -4.061 2.704 -0.026 0.008 -0.003
H 4.736 -5.349 3.298 0.014 -0.022 0.010
H 6.981 -4.508 2.665 0.024 -0.027 0.012
H 7.178 -2.371 1.427 0.044 -0.008 0.001
H 5.118 -1.085 0.836 -0.001 0.046 -0.027
O -0.547 5.898 -3.016 0.066 -0.280 0.157
C -0.503 4.817 -2.461 0.015 0.214 -0.116
C -0.252 3.476 -3.120 0.072 0.274 -0.439
O 0.038 3.305 -4.296 -0.160 -0.017 0.354
C -0.500 2.463 -2.095 -0.433 0.051 -0.083
C -0.791 3.099 -0.838 -0.286 0.174 -0.195
O -1.067 2.488 0.249 -0.662 1.129 -0.165
C -0.748 4.548 -0.996 -0.013 0.438 -0.025
O -0.923 5.401 -0.130 -0.041 -0.259 -0.213
O -0.518 1.198 -2.288 -0.523 0.528 -0.955
C -6.597 0.671 -1.743 -0.064 0.170 -0.041
C -5.552 -0.432 -1.797 -0.098 -0.126 -0.241
C -5.879 -1.480 -0.747 -0.038 -0.168 0.138
Sb -3.578 0.452 -1.558 0.046 0.178 0.474
C -2.424 -1.372 -1.778 0.093 -0.068 -0.037
C -2.915 -2.396 -2.790 -0.027 -0.047 -0.143
C -2.278 -2.004 -0.398 0.121 -0.183 0.065
C -3.439 1.340 -3.523 0.161 -0.015 -0.213
C -3.807 2.818 -3.433 -0.004 0.122 0.048
C -4.199 0.684 -4.663 -0.074 -0.051 -0.094
H -7.602 0.268 -1.911 -0.069 -0.016 -0.010
H -6.424 1.452 -2.485 0.017 0.014 -0.044
H -6.600 1.155 -0.764 0.025 0.027 0.070
H -5.580 -0.893 -2.788 -0.017 -0.057 -0.020
H -5.733 -1.093 0.263 0.026 0.020 -0.059
H -5.269 -2.377 -0.834 0.056 -0.041 -0.059
H -6.929 -1.789 -0.825 -0.053 -0.033 -0.027
H -1.449 -1.009 -2.108 0.019 0.076 -0.061
H -3.848 -2.872 -2.480 -0.068 0.018 0.048
H -2.173 -3.194 -2.914 0.010 -0.023 0.023
H -3.079 -1.964 -3.776 0.020 0.037 -0.030
H -3.245 -2.258 0.037 -0.062 -0.005 0.055
H -1.756 -1.378 0.322 -0.054 0.219 0.070
H -1.690 -2.924 -0.441 -0.017 -0.067 -0.049
H -2.365 1.274 -3.717 -0.043 -0.033 -0.026
H -4.887 2.960 -3.324 -0.008 -0.013 0.027
H -3.496 3.342 -4.341 0.005 0.034 -0.050
H -3.320 3.311 -2.590 0.001 0.008 -0.005
H -5.281 0.724 -4.511 -0.045 0.009 0.037
H -3.930 -0.361 -4.816 0.037 -0.044 0.025
H -3.991 1.211 -5.601 0.007 0.017 -0.024


[2]
167
Properties=species:S:1:pos:R:3:forces:R:3 method="wB97M-V/def2-TZVPD" energy_ev=-149750.8449 e_homo_ev=-9.432 orbital_gap_ev=8.480
C -4.897 -1.541 10.935 -0.186 0.266 0.044
C -5.362 -0.120 10.379 0.534 -0.411 -0.014
O -4.721 0.889 11.213 -1.060 -0.139 -0.270
C -4.918 0.118 8.851 0.383 -0.011 1.130
N -5.928 0.903 8.098 -0.652 -1.235 -0.566
C -5.931 0.536 6.649 1.198 0.811 -0.551
C -4.657 1.249 5.951 -0.353 -1.917 1.395
O -5.015 1.831 4.692 1.351 -0.837 -0.342
C -3.895 1.957 3.784 0.502 3.922 2.346
C -2.600 2.483 4.596 0.401 -0.653 -0.117
C -1.481 3.162 3.702 0.896 -0.014 -0.392
C -1.764 3.353 2.169 -0.154 0.824 -0.513
O -1.189 4.491 4.245 -0.157 -1.274 0.171
O -3.478 0.812 3.095 -0.941 0.049 -0.881
C -4.299 0.057 2.263 1.631 -1.274 0.890
I -5.383 -1.353 3.617 0.270 0.077 -0.190
C -3.245 -0.814 1.331 -1.134 -1.004 1.632
C -4.098 -1.943 0.618 -0.179 -1.591 -0.892
C -3.882 -3.439 1.172 0.745 0.484 -0.604
N -4.948 -4.307 0.610 0.620 0.352 0.523
C -2.095 -1.386 2.317 1.492 0.804 -0.923
C -0.796 -0.418 2.402 -0.040 -1.004 2.044
C -0.148 -0.734 3.853 -0.675 0.546 -0.538
C 0.306 -2.242 4.014 0.211 1.460 1.320
O 1.323 -2.533 3.033 -0.450 -0.318 0.796
O -2.657 0.194 0.545 -1.095 -0.027 -0.499
C -1.982 0.011 -0.642 1.869 1.125 -2.141
O -0.942 1.045 -0.617 -0.807 -0.463 -0.030
B -1.132 -1.329 -0.990 1.633 -2.837 -0.479
O 0.306 -1.371 -0.801 -2.673 0.022 1.147
O -1.683 -2.540 -1.560 0.062 2.082 2.015
C -2.760 0.424 -2.008 -0.327 0.745 0.638
F -3.164 1.766 -1.791 0.095 -2.447 -0.493
F -3.819 -0.416 -2.325 1.185 1.546 0.723
C -1.812 0.464 -3.285 -0.551 0.818 -2.037
F -2.297 1.526 -4.100 0.689 -1.541 1.152
F -1.935 -0.683 -4.097 0.283 1.666 1.861
S -5.630 0.884 1.264 -3.199 3.436 -5.730
C -7.296 0.048 1.491 -0.701 0.301 -0.403
O -5.422 0.775 -0.237 0.491 -1.220 3.816
O -5.910 2.325 1.525 1.197 -2.493 1.469
H -5.588 -2.370 10.583 0.949 0.982 0.213
H -3.819 -1.765 10.647 -1.400 0.289 0.251
H -4.948 -1.523 12.067 0.036 0.061 -1.321
H -6.489 -0.021 10.512 1.293 -0.217 -0.429
H -5.428 1.437 11.601 0.622 -0.327 -0.290
H -4.671 -0.884 8.378 -0.502 0.870 0.325
H -3.937 0.702 8.892 -1.246 -0.769 0.003
H -6.868 0.642 8.437 0.776 0.207 -0.032
H -5.813 -0.597 6.526 -0.463 1.420 -0.012
H -6.840 0.948 6.122 0.797 -0.636 0.734
H -4.265 1.979 6.726 -0.433 -0.472 -1.191
H -3.889 0.407 5.827 -0.757 1.276 -0.048
H -4.177 2.877 3.168 0.082 -1.921 0.100
H -2.896 3.250 5.388 0.008 -1.034 -1.265
H -2.087 1.626 5.155 -0.903 0.976 -0.748
H -0.498 2.581 3.803 -1.386 0.414 -0.133
H -0.808 3.539 1.570 -1.106 -0.211 1.069
H -2.299 2.506 1.648 0.502 0.797 0.852
H -2.394 4.295 2.032 0.716 -1.265 0.187
H -0.956 4.299 5.174 -0.054 0.502 -0.565
H -5.224 -1.802 0.652 1.444 0.374 0.094
H -3.879 -2.047 -0.500 -0.125 0.522 1.548
H -2.904 -3.801 0.720 -1.055 0.253 0.647
H -3.768 -3.496 2.295 -0.231 0.207 -1.116
H -5.880 -4.002 0.907 0.508 -0.297 0.060
H -4.774 -5.275 0.903 -0.387 0.590 -0.157
H -2.438 -1.510 3.381 0.009 -0.205 -1.310
H -1.627 -2.346 1.907 -1.230 0.968 0.638
H -1.063 0.674 2.435 0.323 -1.209 -0.436
H 0.005 -0.697 1.660 -1.103 0.692 0.438
H 0.686 0.021 4.026 -0.679 -1.254 -0.161
H -0.955 -0.475 4.622 1.028 -0.545 -0.832
H -0.594 -2.925 3.983 1.059 0.537 -0.257
H 0.771 -2.327 5.057 -0.722 -0.034 -1.271
H 1.981 -3.077 3.499 -0.301 0.213 -0.557
H -0.873 1.391 0.291 -0.194 -0.343 -0.429
H 0.405 -2.041 -0.087 0.584 0.124 -0.804
H -1.417 -3.259 -0.954 0.172 -0.047 -0.864
H -0.732 0.703 -3.090 -1.083 -0.537 0.010
H -7.280 -1.037 1.197 0.176 1.131 0.626
H -7.761 0.275 2.490 0.814 -0.489 -0.921
H -7.947 0.576 0.714 1.331 -0.399 0.875
C -5.441 3.146 -3.115 -0.076 -0.012 -0.103
C -5.894 3.748 -4.285 -0.053 0.091 0.262
C -6.664 4.902 -4.221 0.003 0.032 -0.173
C -6.971 5.449 -2.978 0.414 -0.623 -0.040
C -6.529 4.848 -1.802 0.026 0.014 0.089
C -5.761 3.692 -1.875 0.006 0.101 -0.135
N -7.761 6.680 -2.908 -0.197 0.262 0.026
O -8.147 7.169 -3.957 0.103 -0.090 0.232
O -7.985 7.150 -1.806 0.040 -0.105 -0.271
H -4.837 2.249 -3.168 -0.121 0.125 0.000
H -5.642 3.317 -5.248 -0.040 0.068 0.067
H -7.009 5.361 -5.139 -0.055 0.102 0.211
H -6.769 5.266 -0.832 -0.064 0.090 -0.190
H -5.409 3.216 -0.967 -0.083 0.026 -0.091
C 5.590 -2.844 -1.057 -0.042 -0.087 -0.038
C 4.520 -2.335 -0.328 0.072 -0.208 -0.082
C 3.355 -3.079 -0.196 -0.096 0.102 0.119
C 3.272 -4.332 -0.794 0.572 0.389 -0.050
C 4.336 -4.845 -1.531 0.040 -0.070 -0.028
C 5.498 -4.094 -1.661 -0.246 -0.003 0.189
N 2.052 -5.124 -0.633 -0.163 -0.168 -0.110
O 1.131 -4.630 0.006 0.060 -0.068 -0.141
O 2.020 -6.230 -1.138 -0.064 0.324 0.202
H 6.502 -2.263 -1.154 -0.094 -0.019 0.019
H 4.597 -1.360 0.138 -0.136 -0.078 -0.104
H 2.527 -2.674 0.373 0.051 -0.182 -0.034
H 4.276 -5.818 -2.003 -0.164 0.088 0.124
H 6.332 -4.483 -2.228 -0.167 -0.025 0.088
C 11.070 -0.066 -3.796 -0.024 -0.013 0.002
C 11.362 -1.096 -2.908 -0.187 0.029 -0.127
C 10.461 -2.139 -2.733 0.050 -0.101 0.089
C 9.272 -2.144 -3.457 0.529 0.673 -0.107
C 8.971 -1.112 -4.342 -0.113 -0.018 -0.074
C 9.876 -0.071 -4.508 0.085 -0.145 0.159
N 8.333 -3.254 -3.294 -0.097 -0.100 -0.118
O 8.621 -4.131 -2.496 -0.073 0.166 -0.197
O 7.316 -3.243 -3.968 0.353 -0.032 0.106
H 11.778 0.744 -3.935 -0.069 -0.071 0.015
H 12.294 -1.087 -2.355 -0.101 -0.042 -0.029
H 10.699 -2.936 -2.038 -0.192 -0.007 -0.132
H 8.046 -1.105 -4.905 0.063 -0.179 0.132
H 9.652 0.735 -5.197 -0.024 -0.109 0.044
C 6.857 -1.156 5.385 -0.008 0.001 -0.022
C 7.853 -1.611 4.527 -0.200 0.125 -0.029
C 7.797 -1.308 3.173 0.112 -0.054 -0.042
C 6.739 -0.544 2.689 0.038 -0.180 0.772
C 5.735 -0.092 3.539 -0.132 0.082 -0.003
C 5.797 -0.402 4.892 0.196 -0.115 -0.105
N 6.689 -0.201 1.267 -0.066 0.267 -0.426
O 7.574 -0.630 0.548 -0.259 0.092 0.200
O 5.763 0.499 0.882 0.403 -0.290 0.200
H 6.907 -1.390 6.443 -0.005 0.016 -0.099
H 8.676 -2.200 4.916 -0.063 0.049 -0.081
H 8.578 -1.667 2.514 -0.177 0.134 -0.083
H 4.907 0.499 3.166 0.177 -0.069 -0.147
H 5.022 -0.052 5.564 0.051 -0.006 -0.097
C -3.635 7.197 -5.103 -0.005 -0.004 0.023
C -4.107 7.418 -6.393 0.198 -0.076 0.074
C -3.279 7.188 -7.485 -0.080 0.013 -0.082
C -1.981 6.733 -7.272 -0.488 0.132 0.629
C -1.500 6.517 -5.985 0.098 -0.046 0.067
C -2.334 6.752 -4.898 -0.129 0.052 -0.203
N -1.114 6.466 -8.421 0.262 -0.073 -0.357
O -1.561 6.683 -9.534 0.077 -0.037 0.286
O 0.006 6.037 -8.200 -0.264 0.115 -0.014
H -4.286 7.373 -4.253 0.051 -0.021 -0.076
H -5.122 7.766 -6.547 0.096 -0.026 -0.017
H -3.657 7.363 -8.485 0.221 -0.087 0.034
H -0.489 6.167 -5.814 -0.089 0.024 -0.223
H -1.971 6.585 -3.891 0.000 -0.008 -0.108
C 5.983 -6.133 -9.095 0.018 0.015 0.004
C 6.890 -6.516 -8.113 -0.030 0.201 -0.131
C 7.868 -5.626 -7.684 0.053 -0.067 0.096
C 7.925 -4.354 -8.244 -0.569 -0.531 -0.243
C 7.026 -3.966 -9.233 -0.040 0.108 -0.074
C 6.053 -4.863 -9.658 0.129 -0.120 0.172
N 8.937 -3.406 -7.777 0.285 0.276 0.147
O 9.719 -3.785 -6.923 -0.183 0.071 -0.157
O 8.938 -2.289 -8.265 -0.024 -0.257 0.107
H 5.218 -6.828 -9.424 0.074 0.063 0.026
H 6.832 -7.507 -7.678 0.043 0.103 -0.014
H 8.569 -5.935 -6.918 -0.003 0.225 -0.082
H 7.069 -2.978 -9.675 0.146 -0.065 0.177
H 5.346 -4.570 -10.425 0.086 0.017 0.069